[1]
This record from OMol25 describes a gas-phase ion, C9H17BN2O2P (charge +1) in a non-equilibrium geometry. The level of theory is wB97M-V/def2-TZVPD.

Values from the calculation:
Charge: +1
LUMO level, eV: -4.702
Orbital gap, eV: 7.52
SMILES: CCP(CC)[n+]1ccc(CB(O)O)cn1

Atoms and positions in Å:
C  2.0723  -1.1947  2.0067
C  2.9928  -1.1008  0.7183
P  2.3138  -0.1006  -0.6987
C  2.4497  1.6995  -0.1199
C  3.9484  2.1331  0.1136
N  0.5389  -0.3437  -0.8765
C  -0.2105  0.5583  -1.5483
C  -1.6248  0.5569  -1.7743
C  -2.2962  -0.6266  -1.1800
C  -3.8079  -0.8423  -1.2697
B  -4.4900  -0.3351  0.1207
O  -4.1308  0.9452  0.6171
O  -5.4067  -1.1206  0.8253
C  -1.3436  -1.5018  -0.4980
N  -0.0294  -1.4125  -0.3534
H  1.7422  -2.2604  2.1101
H  1.1502  -0.5910  1.8454
H  2.6075  -0.9016  2.9435
H  3.3289  -2.0893  0.3244
H  3.9326  -0.5700  1.0362
H  1.9859  2.3774  -0.8709
H  1.9224  1.7255  0.8722
H  3.9502  3.2542  0.1308
H  4.2691  1.7876  1.1227
H  4.6079  1.7911  -0.7148
H  0.3513  1.4148  -1.9890
H  -2.1829  1.3456  -2.3141
H  -4.1879  -0.1340  -2.0536
H  -4.1211  -1.8925  -1.4594
H  -3.3497  0.8016  1.1869
H  -5.1841  -0.9722  1.7626
H  -1.7985  -2.4010  -0.0157

Atoms 1-3, force components in eV/Å:
-0.03 -0.81 -0.47
-0.42 0.22 1.11
2.48 0.57 -1.12

These are the Mulliken partial charges, in e, on atoms 1 to 6: -0.90, -0.48, -0.09, -0.42, -1.22, 0.66

=====

[2]
This record from OMol25 describes C9H17BN2O5 in the gas phase in a non-equilibrium geometry. The level of theory is wB97M-V/def2-TZVPD.

Values from the calculation:
ΔE to the lowest compared entry with this formula, charge and spin, eV: 1.497
LUMO level, eV: 0.457
Orbital gap, eV: 9.50
SMILES: O=C([C@@H]1C[C@H](O)CN1)N1C[C@H](O)C[C@H]1B(O)O

Atoms and positions in Å:
O  1.6878  0.2343  0.9161
C  0.6439  0.6293  0.5047
C  -0.4327  1.0912  1.5487
C  0.1292  0.9610  2.9589
C  -0.0951  -0.5587  3.3001
O  1.0890  -1.3142  3.2082
C  -1.0423  -1.0382  2.1466
N  -1.5650  0.1222  1.3975
N  0.2332  0.7222  -0.8941
C  -0.9866  1.3922  -1.4673
C  -1.6876  0.3055  -2.3180
O  -2.5190  -0.5030  -1.5594
C  -0.5139  -0.5926  -2.7400
C  0.7249  -0.3199  -1.7762
B  2.2550  -0.4420  -2.3101
O  2.5230  -0.1918  -3.7217
O  3.2373  -0.7287  -1.3528
H  -0.6275  2.1803  1.3389
H  1.1884  1.1758  2.9660
H  -0.4271  1.5811  3.7486
H  -0.4751  -0.7811  4.3149
H  1.6910  -0.9892  2.4591
H  -0.5430  -1.7288  1.4245
H  -1.8095  -1.6728  2.5809
H  -2.4043  0.5170  1.8486
H  -0.6399  2.1837  -2.1592
H  -1.6444  1.6542  -0.5965
H  -2.2421  0.7347  -3.2163
H  -2.0670  -0.5063  -0.6601
H  -0.0919  -0.3923  -3.7484
H  -0.7576  -1.7113  -2.7716
H  0.8345  -1.2490  -1.1319
H  3.5210  -0.3924  -3.6900
H  2.8133  -0.3723  -0.5488

Atoms 1-3, force components in eV/Å:
2.41 -1.34 -0.75
-4.42 2.30 -2.28
0.22 0.99 -0.81

These are the Mulliken partial charges, in e, on atoms 1 to 6: -0.77, 0.64, -0.11, -1.07, 0.05, -0.61

=====

[3]
This record from OMol25 describes a molecular structure, C9H17BiCl2NO2P in a non-equilibrium geometry. The level of theory is wB97M-V/def2-TZVPD.

Values from the calculation:
ΔE to the lowest compared entry with this formula, charge and spin, eV: 1.099
Charge: +2
LUMO level (spin up / spin down), eV: -9.186 / -9.187
Orbital gap (spin up / spin down), eV: 6.63 / 6.62

Atoms and positions in Å:
C  0.4676  -2.9680  -1.0478
C  -0.6125  -2.1618  -0.4867
H  -0.0646  -3.7760  -1.5467
H  1.0937  -3.3163  -0.2141
H  1.1140  -2.4269  -1.7613
O  -1.7625  -2.3212  -0.1737
Cl  2.6450  -0.6466  -0.0521
Bi  0.2575  0.0903  0.0479
P  0.1046  0.8333  -2.4969
C  -1.5496  1.3498  -2.8654
C  1.2259  2.2194  -2.4899
H  1.6665  -0.8011  -3.2898
H  0.6349  0.0210  -4.5235
H  -0.0500  -1.3174  -3.5273
C  0.6528  -0.4786  -3.5517
H  2.1095  2.0527  -1.8596
H  1.5039  2.3070  -3.5421
H  -1.4500  1.6602  -3.9098
H  -1.8418  2.1895  -2.2273
H  0.6851  3.0997  -2.1279
H  -2.2608  0.5233  -2.7691
C  -2.0304  0.5695  0.1532
O  -3.1341  0.8548  0.2820
Cl  0.5945  2.4924  0.5804
C  0.5319  0.3498  5.5356
C  -0.5568  -0.3645  4.7447
C  -0.2883  -0.1802  3.3376
N  0.0063  -0.0561  2.2241
H  1.5248  -0.0752  5.3135
H  0.3178  0.2088  6.5930
H  0.5370  1.4296  5.3131
H  -0.5466  -1.4257  4.8810
H  -1.5255  0.0648  4.8813

Atoms 1-3, force components in eV/Å:
0.24 -0.17 -0.64
-3.55 -0.16 2.01
0.26 -0.41 -0.04

These are the Mulliken partial charges, in e, on atoms 1 to 6: -1.04, 0.75, 0.36, 0.37, 0.25, -0.35

=====

[4]
This record from OMol25 describes a molecular structure, C9H17BiClI2N2OPSe in a non-equilibrium geometry. The level of theory is wB97M-V/def2-TZVPD.

Values from the calculation:
ΔE to the lowest compared entry with this formula, charge and spin, eV: 1.198
Charge: +2
LUMO level (spin up / spin down), eV: -8.044 / -9.553
Orbital gap (spin up / spin down), eV: 6.88 / 5.05

Atoms and positions in Å:
I  -2.2937  -1.9460  -1.3447
I  -2.3279  1.4809  -1.1404
Bi  2.3879  -0.1809  -1.1638
P  0.5768  -0.0233  -3.3370
C  -1.0461  0.0017  -4.1831
C  1.3015  1.4085  -4.2117
H  2.3617  -1.5524  -3.9506
H  1.3451  -1.1060  -5.3742
H  0.7438  -2.2801  -4.1532
C  1.3424  -1.3709  -4.3040
H  2.3141  1.6020  -3.8450
H  1.3100  1.2150  -5.2961
H  -0.8977  0.0328  -5.2771
H  -1.6089  0.8817  -3.8499
H  0.6630  2.2800  -4.0115
H  -1.6163  -0.8886  -3.8959
C  -3.5918  -0.2910  -0.7946
O  -4.6931  -0.2986  -0.3605
Cl  4.6216  0.0691  -2.1449
C  0.7450  -2.2503  3.6016
N  0.5302  -0.8567  3.9080
C  0.7931  -0.2802  5.1319
C  0.2023  0.9407  5.1326
N  -0.4095  1.1027  3.9003
C  -1.3829  2.1393  3.6224
C  -0.1012  0.0396  3.0749
Se  -0.2249  -0.1302  1.2401
H  0.4956  -2.4140  2.5419
H  0.0762  -2.8670  4.2276
H  1.7749  -2.5414  3.8238
H  1.3724  -0.8101  5.8608
H  0.1476  1.7139  5.8707
H  -2.3228  1.9139  4.1455
H  -1.0141  3.0988  4.0027
H  -1.5741  2.1673  2.5534

Atoms 1-3, force components in eV/Å:
-0.70 -0.49 0.45
-0.98 0.37 0.17
0.09 -0.13 0.09

These are the Mulliken partial charges, in e, on atoms 1 to 6: 0.09, 0.01, 0.85, 0.58, -1.01, -1.13

=====

[5]
This record from OMol25 describes a gas-phase ion, C9H17BrN4 (charge +2) in a non-equilibrium geometry. The level of theory is wB97M-V/def2-TZVPD.

Values from the calculation:
ΔE to the lowest compared entry with this formula, charge and spin, eV: 0.281
Charge: +2
LUMO level, eV: -7.818
Orbital gap, eV: 10.11
SMILES: NC(=[NH2+])/N=C\CC(Br)=[N+]1CCCCC1

Atoms and positions in Å:
N  1.7808  1.3889  1.6026
C  2.5416  1.1805  0.5514
N  3.8568  0.8643  0.6776
N  2.1731  1.3618  -0.6878
C  1.6796  1.0412  -1.7850
C  1.0931  -0.2527  -2.1213
C  0.5882  -1.1190  -0.9987
Br  1.3794  -2.8156  -0.8778
N  -0.4482  -0.7997  -0.2970
C  -1.1283  0.5246  -0.5937
C  -2.3084  0.8212  0.3212
C  -3.1114  -0.4446  0.5402
C  -2.2129  -1.3850  1.2546
C  -0.9826  -1.7886  0.6019
H  2.0265  1.2241  2.5163
H  0.7026  1.6857  1.4928
H  4.4729  1.1764  -0.0836
H  4.2286  0.9928  1.6753
H  1.7123  1.7225  -2.6101
H  0.2747  -0.0799  -2.7812
H  1.6877  -0.8984  -2.7801
H  -1.5004  0.5291  -1.6416
H  -0.3491  1.3092  -0.7433
H  -2.8062  1.5767  -0.2207
H  -1.8207  1.1528  1.2440
H  -4.0621  -0.3026  1.0254
H  -3.3784  -0.9095  -0.4418
H  -2.0075  -0.8611  2.1572
H  -2.8587  -2.2365  1.5425
H  -0.1543  -1.9638  1.3798
H  -1.0686  -2.6948  0.0810

Atoms 1-3, force components in eV/Å:
-5.35 1.32 -2.36
2.03 -0.39 -0.43
0.28 0.58 2.43

These are the Mulliken partial charges, in e, on atoms 1 to 6: -0.31, 0.62, -0.43, -0.17, -0.28, -0.81

=====

[6]
This record from OMol25 describes a molecular structure, C9H17CaO11 in a non-equilibrium geometry. The level of theory is wB97M-V/def2-TZVPD.

Values from the calculation:
ΔE to the lowest compared entry with this formula, charge and spin, eV: 11.002
Charge: -3
LUMO level, eV: 5.255
Orbital gap, eV: 2.37

Atoms and positions in Å:
Ca  2.0193  -0.5900  -1.4129
C  3.8925  2.8658  -4.4392
O  4.0163  1.8896  -5.1570
O  3.8812  2.6644  -3.2329
O  3.4989  3.8363  -5.0576
C  6.2666  -1.8455  -1.0709
O  5.6664  -1.2323  -0.1995
O  7.0623  -1.1226  -1.6651
O  5.4381  -2.2344  -1.9205
O  -3.4226  0.0500  -5.4360
C  -2.1456  0.4338  -5.4271
O  -1.7206  1.0654  -6.3963
O  -1.4052  -0.0052  -4.5055
H  -3.7297  0.6167  -6.1475
C  -1.1047  3.7351  1.5254
C  0.1479  3.2914  2.2579
C  0.2529  3.7387  3.7556
O  0.3987  1.9011  2.1496
H  -1.1427  3.2181  0.5665
H  -1.1102  4.8182  1.4039
H  -1.9814  3.3660  2.0577
H  1.0130  3.7083  1.7422
H  1.1452  3.3312  4.2309
H  -0.5110  3.4049  4.4578
H  0.2188  4.8260  3.8251
H  0.4106  1.5078  3.0252
C  -2.9521  -2.8206  1.7058
C  -1.6935  -3.7144  1.8708
C  -2.1657  -5.1418  2.1910
O  -0.9713  -3.6747  0.6658
H  -3.6645  -3.3595  1.0812
H  -2.7197  -1.8355  1.3014
H  -3.3411  -2.6119  2.7024
H  -1.1219  -3.3808  2.7368
H  -2.8786  -5.0992  3.0145
H  -1.3594  -5.8386  2.4198
H  -2.7102  -5.5818  1.3555
H  -1.4770  -4.1803  0.0253

Atoms 1-3, force components in eV/Å:
0.81 0.07 -0.30
-2.02 -1.01 -0.15
1.91 -4.86 -2.95

These are the Mulliken partial charges, in e, on atoms 1 to 6: 0.39, 0.70, -0.56, -0.64, -0.64, 0.68